Record 1
C37H60F24N2O3S2Si | ωB97M-V/def2-TZVPD

LUMO level ... 0.188 eV
SMILES ... CCCCCCCCCC[Si@H](N)CCCCN(CCCC)C(=S)SCCC.FC(F)C(F)(F)COC(F)(F)C(F)F.FC(F)C(F)(F)COC(F)(F)C(F)F.FC(F)C(F)(F)COC(F)(F)C(F)F
Energy above the lowest of the compared OMol25 structures with the same formula, charge and spin ... 0.0 kJ/mol

ORCA input file:
```
! wB97M-V def2-TZVPD RIJCOSX def2/J DEFGRID3
* xyz 0 1
C -1.621 -3.017 -3.032
C -3.084 -2.969 -3.463
C -3.828 -1.686 -3.118
C -3.259 -0.430 -3.744
C -3.659 0.886 -3.056
C -2.492 1.839 -2.937
C -1.432 1.362 -1.931
C -0.021 1.525 -2.428
C 1.025 0.847 -1.532
C 2.128 1.765 -0.985
Si 1.593 3.234 0.076
N 2.163 4.740 -0.648
C 2.243 3.023 1.837
C 1.327 3.388 3.030
C -0.113 2.915 2.937
C -0.803 2.744 4.298
N -1.021 1.325 4.605
C -2.290 1.043 5.281
C -3.521 1.206 4.402
C -3.319 1.070 2.917
C -2.704 -0.245 2.466
C 0.046 0.658 5.144
S 1.299 1.317 5.927
S -0.002 -1.125 4.959
C 0.866 -1.249 3.372
C 2.364 -1.230 3.533
C 3.086 -1.449 2.193
H -1.550 -3.419 -2.034
H -1.174 -2.039 -2.984
H -1.029 -3.649 -3.672
H -3.597 -3.790 -2.982
H -3.136 -3.156 -4.526
H -3.878 -1.587 -2.044
H -4.851 -1.816 -3.446
H -2.185 -0.495 -3.824
H -3.648 -0.375 -4.752
H -4.429 1.352 -3.646
H -4.077 0.721 -2.071
H -2.054 1.996 -3.914
H -2.848 2.799 -2.583
H -1.598 0.313 -1.729
H -1.589 1.918 -1.022
H -0.018 1.040 -3.393
H 0.232 2.566 -2.593
H 1.537 0.111 -2.130
H 0.524 0.289 -0.753
H 2.807 1.144 -0.416
H 2.699 2.113 -1.839
H 0.114 3.262 0.034
H 1.425 5.431 -0.561
H 2.242 4.594 -1.650
H 3.118 3.654 1.921
H 2.535 1.989 1.960
H 1.775 3.014 3.935
H 1.304 4.465 3.096
H -0.664 3.647 2.378
H -0.191 1.970 2.422
H -0.294 3.270 5.094
H -1.786 3.179 4.223
H -2.374 1.666 6.164
H -2.233 0.027 5.637
H -3.902 2.207 4.566
H -4.312 0.542 4.718
H -2.748 1.890 2.505
H -4.300 1.142 2.470
H -1.681 -0.078 2.168
H -3.204 -0.645 1.607
H -2.650 -0.971 3.258
H 0.559 -2.202 2.972
H 0.554 -0.460 2.706
H 2.637 -0.262 3.927
H 2.653 -1.974 4.257
H 3.527 -2.432 2.180
H 3.837 -0.688 2.068
H 2.386 -1.403 1.372
F 4.671 -5.228 1.007
C 3.810 -5.738 1.919
F 2.869 -4.801 2.172
C 4.534 -6.065 3.224
F 5.005 -4.928 3.778
F 3.573 -6.565 4.052
C 5.646 -7.120 3.165
O 6.972 -6.646 3.082
C 7.551 -6.359 1.880
F 6.779 -6.727 0.836
F 8.705 -7.063 1.805
C 7.943 -4.881 1.786
F 6.854 -4.096 1.920
F 8.484 -4.658 0.566
H 3.326 -6.625 1.500
H 5.602 -7.623 4.128
H 5.440 -7.877 2.407
H 8.668 -4.633 2.564
F 4.931 -1.475 -4.073
C 4.182 -2.460 -3.531
F 2.942 -2.405 -4.075
C 4.053 -2.277 -2.019
F 3.381 -1.139 -1.752
F 3.279 -3.322 -1.597
C 5.336 -2.329 -1.187
O 5.899 -1.091 -0.813
C 6.765 -0.428 -1.629
F 7.113 -1.156 -2.710
F 7.891 -0.185 -0.917
C 6.209 0.940 -2.034
F 5.041 0.794 -2.695
F 7.098 1.539 -2.859
H 4.628 -3.431 -3.766
H 5.039 -2.778 -0.240
H 6.078 -2.998 -1.623
H 6.051 1.559 -1.148
F -8.118 6.048 -3.824
C -9.468 5.990 -3.826
F -9.951 7.191 -3.431
C -9.967 4.924 -2.849
F -9.634 5.265 -1.587
F -11.328 4.960 -2.945
C -9.560 3.471 -3.127
O -8.468 2.958 -2.398
C -7.184 3.114 -2.834
F -7.128 3.655 -4.069
F -6.629 1.882 -2.902
C -6.354 3.917 -1.831
F -6.897 5.139 -1.653
F -5.103 4.068 -2.327
H -9.824 5.781 -4.839
H -10.406 2.878 -2.788
H -9.454 3.284 -4.195
H -6.313 3.394 -0.873
*
```

=====

Record 2
C37H61N6O7Si4Ti | ωB97M-V/def2-TZVPD

LUMO level (alpha / beta) ... 2.535 / 2.193 eV
Energy above the lowest of the compared OMol25 structures with the same formula, charge and spin ... 328.9 kJ/mol

ORCA input file:
```
! wB97M-V def2-TZVPD RIJCOSX def2/J DEFGRID3
* xyz -1 3
Ti 0.103 -0.133 0.731
O -2.105 3.431 0.464
C -1.206 4.318 0.965
C -1.569 5.646 1.181
C -0.667 6.555 1.706
C 0.623 6.144 2.015
C 0.986 4.827 1.794
C 0.094 3.890 1.268
C 0.536 2.486 1.102
O -0.101 1.704 0.249
N 1.504 2.034 1.819
N 1.751 0.695 1.449
C 2.447 0.002 2.437
C 1.803 -0.364 3.650
C 2.487 -0.515 4.869
C 1.810 -0.811 6.035
C 0.425 -0.979 6.009
C -0.271 -0.892 4.813
C 0.409 -0.616 3.631
O -0.242 -0.678 2.461
H -3.000 3.759 0.600
H -2.579 5.956 0.934
H -0.972 7.581 1.869
H 1.339 6.843 2.426
H 1.981 4.475 2.033
H 3.510 -0.186 2.311
H 3.560 -0.358 4.883
H 2.351 -0.899 6.969
H -0.111 -1.199 6.924
H -1.340 -1.064 4.773
N -1.457 1.564 -3.321
C -0.030 1.765 -3.040
C 0.207 3.265 -2.919
C 1.660 3.730 -2.773
N 2.095 3.651 -1.386
C 2.606 2.930 -3.672
C 2.362 1.420 -3.705
N 2.624 0.825 -2.403
C 0.907 1.164 -4.086
H -2.453 1.226 -1.682
H -1.668 0.611 -3.611
H -1.764 2.186 -4.062
H 0.165 1.233 -2.108
H -0.405 3.668 -2.107
H -0.175 3.709 -3.851
H 1.687 4.769 -3.141
H 1.522 4.242 -0.796
H 3.054 3.964 -1.287
H 3.642 3.136 -3.380
H 2.502 3.299 -4.698
H 3.006 1.013 -4.503
H 3.501 1.131 -2.003
H 2.625 -0.185 -2.431
H 0.721 0.090 -4.173
H 0.710 1.604 -5.073
N -2.702 -1.331 -2.832
H -2.713 -2.337 -2.954
H -3.612 -1.048 -2.484
H -2.064 -1.130 -2.065
C -0.596 -3.715 2.489
Si 0.038 -4.138 0.764
C 1.048 -5.727 0.990
C -1.500 -4.527 -0.270
Si 1.225 -2.393 -0.277
Si 1.384 -3.268 -2.476
C 1.645 -5.148 -2.511
C -0.136 -3.057 -3.581
C 2.832 -2.546 -3.483
Si 3.450 -2.726 0.421
C 4.335 -4.177 -0.430
C 3.575 -3.136 2.274
C 4.513 -1.212 -0.003
H -1.056 -4.610 2.921
H -1.344 -2.922 2.454
H 0.198 -3.382 3.162
H 0.441 -6.444 1.553
H 1.951 -5.531 1.575
H 1.343 -6.194 0.051
H -2.101 -5.313 0.199
H -1.255 -4.847 -1.284
H -2.118 -3.627 -0.341
H 0.778 -5.681 -2.116
H 2.528 -5.479 -1.965
H 1.764 -5.442 -3.560
H -0.952 -3.706 -3.257
H 0.139 -3.364 -4.596
H -0.515 -2.037 -3.629
H 3.646 -2.146 -2.880
H 2.480 -1.753 -4.149
H 3.246 -3.334 -4.120
H 3.885 -5.133 -0.152
H 5.371 -4.181 -0.072
H 4.360 -4.106 -1.518
H 2.600 -3.188 2.761
H 4.162 -2.391 2.815
H 4.070 -4.104 2.400
H 4.882 -1.292 -1.030
H 5.386 -1.150 0.654
H 3.942 -0.284 0.080
O -3.202 0.988 -1.077
C -2.822 0.407 0.074
O -1.725 -0.301 0.119
C -3.677 0.544 1.191
C -4.805 1.401 1.142
C -5.639 1.577 2.242
C -5.330 0.882 3.389
O -5.983 0.887 4.608
C -5.269 -0.027 5.431
O -4.163 -0.535 4.699
C -4.237 0.031 3.443
C -3.395 -0.172 2.392
H -5.019 1.915 0.216
H -6.497 2.234 2.199
H -5.929 -0.854 5.711
H -4.905 0.495 6.321
H -2.536 -0.822 2.458
*
```

=====

Looking at DFT total energy for the records above, in order, we have -5263.727628, -4309.361776 a.u..